Computed, not measured: a structure of composition C16H28CeN in a non-equilibrium geometry, with ωB97M-V/def2-TZVPD.

XYZ file:
```
46
Properties=species:S:1:pos:R:3:forces:R:3:lowdin_spin:R:1
C 3.109 -0.591 -2.251 0.229 -1.052 -0.434 0.000
H 3.041 -1.645 -2.550 -0.042 0.266 -0.116 0.000
H 4.058 -0.243 -2.655 0.069 0.152 0.214 0.000
H 2.352 -0.046 -2.772 -0.690 0.312 -0.342 0.000
C 3.029 -0.494 -0.737 -0.255 -0.310 -0.208 0.000
H 2.312 0.273 -0.459 -0.071 0.409 0.166 0.000
H 2.585 -1.412 -0.319 0.396 -0.091 -0.066 0.000
C 4.401 -0.216 -0.182 0.484 0.260 0.371 0.000
H 4.466 -0.357 0.886 0.067 0.005 0.380 0.000
H 5.149 -0.846 -0.650 -0.043 -0.465 0.005 0.000
H 4.765 0.786 -0.419 -0.349 0.183 0.045 0.000
C -1.859 1.907 1.462 0.993 0.869 -0.910 0.000
C -0.475 2.039 1.883 -0.462 1.393 -1.265 -0.003
C 0.316 2.178 0.681 -0.576 1.370 0.431 -0.004
C -0.533 2.079 -0.456 -0.444 0.982 0.332 -0.005
C -1.876 1.916 0.000 0.521 0.729 0.704 0.000
C -2.971 1.446 -0.905 -0.215 0.228 -0.319 0.001
C -0.108 2.190 -1.896 0.024 -0.386 -0.008 -0.001
C 1.741 2.603 0.546 0.685 -0.212 0.232 -0.001
C 0.079 1.888 3.268 -0.097 0.341 -0.086 0.000
C -2.968 1.354 2.302 -0.138 -0.247 0.112 0.000
Ce -0.842 -0.078 0.771 0.899 -3.624 0.287 1.013
H -0.780 1.625 -2.544 0.047 0.117 -0.065 0.000
H -0.116 3.223 -2.251 -0.045 -0.012 0.184 0.000
H 0.893 1.795 -2.075 0.032 0.076 0.132 0.000
H -2.581 1.235 -1.918 -0.267 0.052 0.549 0.000
H -3.482 0.534 -0.534 -0.029 0.265 -0.078 0.000
H -3.729 2.236 -1.032 0.011 -0.440 0.143 0.000
H -2.623 0.804 3.204 -0.079 0.358 -0.366 0.000
H -3.576 2.196 2.649 -0.149 -0.272 0.129 0.000
H -3.646 0.690 1.722 0.208 0.336 0.253 0.000
H 1.143 2.119 3.276 -0.038 -0.108 0.022 0.000
H -0.404 2.587 3.955 -0.048 -0.150 0.003 0.000
H -0.053 0.883 3.696 -0.040 -0.073 -0.002 0.000
H 2.211 2.057 -0.271 0.122 0.210 0.061 0.000
H 1.855 3.670 0.298 -0.399 -0.250 0.169 0.000
H 2.338 2.419 1.445 -0.122 0.010 -0.146 0.000
C -2.514 -5.517 -0.191 -0.234 0.201 0.423 0.000
C -1.550 -4.696 -1.063 -0.145 -0.465 -0.047 0.000
C -1.276 -3.371 -0.560 0.355 1.822 0.398 0.002
N -1.050 -2.281 -0.209 -0.576 -2.852 -0.853 -0.002
H -2.065 -5.735 0.786 -0.164 0.013 -0.266 0.000
H -2.735 -6.459 -0.699 0.083 0.215 0.102 0.000
H -3.454 -4.967 -0.040 0.246 -0.268 -0.033 0.000
H -0.587 -5.211 -1.136 -0.027 0.084 -0.230 0.000
H -1.987 -4.568 -2.060 0.275 0.018 -0.007 0.000
```
Forces are in eV/Å.

Values from the calculation:
HOMO (alpha / beta) = -15.855 / -15.813 eV
total charge = +2
relative energy (zero: lowest compared OMol25 entry of this formula, charge and spin) = 0.0 kcal/mol
2S+1 = 2